1.
Formula: C43H48BCaCl2F4N7O5SSi2
Source: the OMol25 dataset
Level of theory: the ωB97M-V functional and the def2-TZVPD basis

Values from the calculation:
Max |F| = 1.63 eV/Å
Net charge = -2
Kohn-Sham gap = 4.0270 eV

Geometry as XYZ:
```
114
C43H48BCaCl2F4N7O5SSi2, DFT the ωB97M-V functional and the def2-TZVPD basis
Ca 0.3836 0.6196 0.0328
S 2.7449 2.6201 7.3825
N 1.5945 1.6068 6.8702
C 1.5966 1.6786 5.5592
C 0.7152 0.9401 4.6666
C -0.2741 0.0612 5.1280
C -1.0695 -0.5883 4.2235
C -0.8572 -0.3573 2.8641
N 0.0873 0.4722 2.4222
C 0.8633 1.1253 3.3004
C 1.8634 2.0854 2.7569
N 1.8981 2.2613 1.4285
C 2.7298 3.1477 0.9138
C 3.6200 3.8881 1.6882
C 3.6006 3.7113 3.0494
C 2.6956 2.8077 3.6049
C 2.5708 2.5927 5.0399
N 3.2818 3.1889 5.9674
H -0.3869 -0.0848 6.1949
H -1.8419 -1.2794 4.5301
H -1.4550 -0.8707 2.1132
H 2.6734 3.2830 -0.1600
H 4.3016 4.5839 1.2180
H 4.2599 4.2670 3.7047
C 0.2961 1.6341 -7.8489
O 0.2432 0.3948 -7.1524
C -0.9453 0.2388 -6.4595
C -1.9941 -0.4605 -7.0261
C -3.1792 -0.6272 -6.3208
C -3.2919 -0.0794 -5.0473
C -2.2399 0.6237 -4.4796
C -1.0439 0.7869 -5.1841
N 0.0419 1.5221 -4.6816
C 0.1468 1.6211 -3.2531
N 0.0905 2.9175 -2.8585
C -0.1754 3.5132 -1.5820
C -0.3075 2.7817 -0.4108
C -0.7316 3.5392 0.7050
C -0.9519 4.9042 0.6675
C -0.7461 5.6121 -0.5222
C -0.3656 4.9050 -1.6448
O -0.1695 5.4916 -2.8803
C -0.3135 6.8886 -2.9497
N 0.2597 0.5916 -2.5048
C 0.4633 -0.6851 -3.0782
C -0.3185 -1.7462 -2.6501
C -0.1045 -3.0359 -3.1186
C 0.8962 -3.2678 -4.0438
C 1.6991 -2.2149 -4.4828
C 1.4929 -0.9349 -3.9920
O 2.2421 0.1496 -4.3738
C 3.3499 -0.0948 -5.2137
H 1.3015 1.7342 -8.2565
H 0.0903 2.4748 -7.1814
H -0.4284 1.6509 -8.6678
H -1.8605 -0.8817 -8.0166
H -3.9999 -1.1834 -6.7576
H -4.2029 -0.2069 -4.4740
H -2.3352 1.0234 -3.4714
H 0.9250 1.2594 -5.1010
H -0.0298 3.5454 -3.6316
H -0.9227 3.0271 1.6510
H -1.2884 5.4402 1.5512
H -0.9198 6.6794 -0.5569
H -0.0326 7.1832 -3.9582
H 0.3394 7.3966 -2.2340
H -1.3457 7.1982 -2.7613
H -1.0985 -1.5516 -1.9194
H -0.7073 -3.8470 -2.7326
H 1.0714 -4.2661 -4.4282
H 2.4840 -2.4066 -5.2028
H 3.8887 0.8476 -5.2902
H 3.0303 -0.4135 -6.2116
H 4.0129 -0.8463 -4.7870
C -3.3938 -3.3795 -0.6683
Si -2.3438 -3.7216 0.8616
C -3.3645 -2.9974 2.3007
C -2.4675 -5.6005 1.1172
C -0.6756 -3.1317 0.7338
Si 0.8669 -3.7734 1.3452
C 0.7450 -5.5604 1.9757
C 1.6353 -2.8299 2.8056
C 2.2173 -3.8139 0.0197
H -4.4045 -3.8046 -0.5665
H -2.9307 -3.8110 -1.5657
H -3.5037 -2.2996 -0.8231
H -4.2909 -3.5581 2.5043
H -3.6501 -1.9605 2.0606
H -2.7591 -2.9868 3.2175
H -3.4947 -5.9467 0.9320
H -2.1874 -5.9014 2.1353
H -1.8015 -6.1205 0.4191
H -0.5957 -2.1566 0.2276
H 0.1512 -5.6304 2.8970
H 1.7483 -5.9583 2.1883
H 0.2769 -6.2027 1.2241
H 0.8668 -2.6327 3.5635
H 2.0417 -1.8656 2.4671
H 2.4573 -3.3855 3.2864
H 2.0710 -4.6780 -0.6414
H 3.2330 -3.8692 0.4453
H 2.1585 -2.9103 -0.6011
F -4.3987 0.0456 -0.2648
B -3.1862 0.7567 -0.1755
F -2.0954 -0.2060 -0.0744
F -3.1596 1.5494 0.9933
F -3.0001 1.5340 -1.3388
Cl 4.7081 1.3734 -1.5297
C 4.5894 -0.1184 -0.5385
Cl 4.9529 -1.5538 -1.5303
C 3.1877 -0.2413 0.1302
O 3.2144 -0.2087 1.3663
O 2.1991 -0.3520 -0.6532
H 5.3477 -0.0590 0.2236
```

2.
Formula: C43H49AsFN4OsS2
Source: the OMol25 dataset
Level of theory: the ωB97M-V functional and the def2-TZVPD basis

Values from the calculation:
Max |F| = 0.60 eV/Å
Net charge = +1
Expectation value of S² = 6.05
Kohn-Sham gap (alpha / beta) = 8.0985 / 5.9362 eV
2S+1 = 5

Geometry as XYZ:
```
101
C43H49AsFN4OsS2, DFT the ωB97M-V functional and the def2-TZVPD basis
Os 0.0784 -0.5728 -0.1740
S -1.0780 -2.6088 0.6270
C -0.9294 -2.9060 -1.0537
N -0.4565 -1.8935 -1.7530
C -0.3224 -2.2193 -3.1084
C 0.0122 -1.3675 -4.1589
C 0.0786 -1.8886 -5.4374
C -0.1994 -3.2333 -5.6870
C -0.5781 -4.0762 -4.6602
C -0.6432 -3.5552 -3.3744
S -1.1634 -4.3674 -1.9197
H 0.1773 -0.3144 -3.9832
H 0.3347 -1.2369 -6.2617
H -0.1421 -3.6141 -6.6972
H -0.8270 -5.1106 -4.8545
F -0.9867 4.5165 -3.5452
C -0.7565 3.4224 -2.7991
C -1.5318 2.2978 -3.0017
C -1.2708 1.1659 -2.2423
C -0.2656 1.1404 -1.2661
C 0.4745 2.3203 -1.0910
C 0.2507 3.4561 -1.8569
H -2.3188 2.3164 -3.7432
H -1.8797 0.2859 -2.4122
H 1.3038 2.3472 -0.3878
H 0.8461 4.3517 -1.7405
C 0.1311 -2.2388 3.6104
C -0.8505 -1.0881 3.5313
N -0.2436 0.2312 3.7354
C -0.0424 0.6407 5.1359
C 1.3400 0.3068 5.6822
C 0.0183 1.0517 2.7246
C 0.3747 2.4836 3.0560
N -0.0701 0.7493 1.4359
H -0.4012 -3.1824 3.4899
H 0.6430 -2.2640 4.5723
H 0.8813 -2.1645 2.8271
H -1.6144 -1.1946 4.3030
H -1.3713 -1.0538 2.5756
H -0.8195 0.1448 5.7166
H -0.2283 1.7056 5.2293
H 1.4630 -0.7578 5.8653
H 1.4968 0.8285 6.6261
H 2.1204 0.6212 4.9875
H -0.4447 2.9744 3.5809
H 0.5843 3.0389 2.1458
H 1.2585 2.5309 3.6909
H -0.0629 1.6421 0.9565
C 8.7015 0.3075 3.0298
C 7.3806 -0.2319 2.5625
C 7.2704 -1.5067 2.0284
C 6.0639 -2.0226 1.5623
C 6.0609 -3.4541 1.0890
C 4.9248 -1.2075 1.5997
As 3.1317 -1.7755 1.0591
N 2.4953 -0.5815 -0.2655
C 3.1055 0.2512 -1.1248
C 2.4930 0.4355 -2.3932
C 3.0359 1.2651 -3.3442
C 4.1936 1.9829 -3.0529
C 4.8245 1.8171 -1.8184
C 4.3184 0.9524 -0.8760
C 3.2082 -3.2189 -0.2698
C 3.9019 -3.1499 -1.4886
C 4.9499 -2.1177 -1.8079
C 3.6536 -4.1068 -2.4646
C 2.7415 -5.1350 -2.2775
C 2.4528 -6.1299 -3.3646
C 2.1128 -5.2251 -1.0448
C 2.3351 -4.2975 -0.0330
C 1.6228 -4.5522 1.2726
C 4.9948 0.0488 2.2306
C 3.7877 0.9305 2.4444
C 6.2192 0.5218 2.6817
H 9.4537 -0.4778 3.0823
H 8.6140 0.7637 4.0160
H 9.0685 1.0755 2.3463
H 8.1505 -2.1389 1.9889
H 6.8559 -4.0016 1.5931
H 6.2401 -3.5290 0.0153
H 5.1222 -3.9655 1.2945
H 1.6141 -0.1521 -2.5968
H 2.5609 1.3633 -4.3117
H 4.6127 2.6582 -3.7864
H 5.7348 2.3614 -1.6045
H 4.8442 0.8012 0.0537
H 5.2998 -1.5824 -0.9285
H 4.5793 -1.3857 -2.5275
H 5.8117 -2.6047 -2.2668
H 4.1976 -4.0455 -3.4010
H 3.1915 -6.0726 -4.1626
H 1.4706 -5.9422 -3.8045
H 2.4461 -7.1482 -2.9756
H 1.4382 -6.0525 -0.8511
H 1.6327 -5.6206 1.4899
H 0.5781 -4.2374 1.2138
H 2.0728 -4.0409 2.1205
H 2.8597 0.3596 2.5224
H 3.6530 1.6524 1.6340
H 3.9142 1.4974 3.3675
H 6.2621 1.4964 3.1568
```

3.
Formula: C43H49Cl2I2N2O3PRb
Source: the OMol25 dataset
Level of theory: the ωB97M-V functional and the def2-TZVPD basis

Values from the calculation:
Max |F| = 0.57 eV/Å
Net charge = -1
Kohn-Sham gap = 6.5507 eV

Geometry as XYZ:
```
103
C43H49Cl2I2N2O3PRb, DFT the ωB97M-V functional and the def2-TZVPD basis
Rb -0.7694 -0.8143 0.4991
C 3.8599 -0.4313 3.7618
C 2.3689 -0.2260 3.7562
C 1.5057 -1.3181 3.7282
C 0.1272 -1.1413 3.7463
C -0.8024 -2.3233 3.7830
C -0.3835 0.1562 3.7270
C 0.4530 1.2644 3.7345
C -0.1150 2.6566 3.6764
C 1.8296 1.0554 3.7754
H 4.3800 0.4253 3.3300
H 4.1342 -1.3202 3.1914
H 4.2376 -0.5672 4.7784
H 1.9048 -2.3252 3.6672
H -0.3782 -3.1615 3.2292
H -1.7692 -2.0733 3.3468
H -0.9600 -2.6469 4.8156
H -1.4595 0.2850 3.6729
H 0.2455 3.1893 2.7929
H 0.1751 3.2460 4.5494
H -1.2039 2.6372 3.6222
H 2.4959 1.9131 3.7864
I -9.0830 -1.7328 2.3942
C -7.0258 -1.4443 2.2608
C -6.2249 -2.4260 1.6978
C -4.8587 -2.2294 1.6005
I -3.6439 -3.6840 0.7340
C -4.2252 -1.0407 2.0539
O -2.9726 -0.8296 1.9297
C -5.0854 -0.0689 2.6609
C -4.4147 1.1776 3.1837
N -3.6028 1.8835 2.1893
C -4.3446 2.2458 0.9950
C -3.3866 2.6698 -0.0847
C -3.5353 3.8633 -0.7799
C -2.6535 4.1662 -1.8057
C -1.6429 3.2692 -2.1023
C -1.5576 2.1109 -1.3432
N -2.4005 1.8081 -0.3617
C -6.4469 -0.2695 2.7359
H -6.6634 -3.3436 1.3275
H -3.7229 0.9059 3.9867
H -5.1585 1.8550 3.6156
H -2.9169 1.1893 1.8975
H -5.0482 3.0523 1.2226
H -4.9356 1.4039 0.5978
H -4.3437 4.5332 -0.5173
H -2.7591 5.0883 -2.3639
H -0.9291 3.4507 -2.8954
H -0.7674 1.3944 -1.5422
H -7.0685 0.4973 3.1873
Cl -0.9072 -7.7278 -3.2198
C -0.7064 -6.0581 -2.7486
C -0.9145 -5.0515 -3.7003
C -0.7682 -3.7408 -3.3483
Cl -1.0182 -2.5095 -4.5500
C -0.4251 -3.2981 -2.0161
O -0.3595 -2.0844 -1.7116
C -0.1729 -4.3810 -1.0953
C 0.2969 -4.1775 0.2609
O 0.6176 -3.1341 0.8071
C -0.3380 -5.7245 -1.4759
H -1.1941 -5.3110 -4.7125
H 0.3708 -5.1250 0.8360
H -0.1595 -6.5027 -0.7425
C 1.7741 3.0853 -0.1724
C 2.9710 2.2054 -0.5564
C 3.9559 3.0869 -1.3329
C 3.6515 1.7406 0.7320
P 2.2036 0.6920 -1.3800
C 1.7865 1.1723 -3.1063
C 2.5587 1.9400 -3.9840
C 2.1314 2.1895 -5.2793
C 0.9302 1.6603 -5.7330
C 0.1723 0.8628 -4.8917
C 0.5975 0.6199 -3.5919
C 3.4980 -0.6445 -1.6493
C 4.8886 -0.1716 -2.0596
C 2.9288 -1.5493 -2.7557
C 3.5765 -1.5006 -0.3770
H 2.1289 3.9718 0.3635
H 1.0731 2.5540 0.4742
H 1.2301 3.4247 -1.0566
H 4.3683 3.8377 -0.6505
H 3.4577 3.6244 -2.1386
H 4.7920 2.5273 -1.7517
H 3.8527 2.6143 1.3609
H 4.6054 1.2488 0.5370
H 3.0191 1.0611 1.3060
H 3.5110 2.3363 -3.6672
H 2.7423 2.7920 -5.9407
H 0.5964 1.8561 -6.7447
H -0.7495 0.4130 -5.2378
H 0.0218 -0.0480 -2.9571
H 4.8519 0.4343 -2.9674
H 5.5265 -1.0367 -2.2682
H 5.3736 0.4110 -1.2748
H 2.9647 -1.0695 -3.7345
H 1.8942 -1.8246 -2.5442
H 3.5294 -2.4630 -2.8006
H 3.9626 -0.9583 0.4855
H 4.2500 -2.3432 -0.5637
H 2.5934 -1.9019 -0.1189
```

4.
Formula: C43H49ClMoN5OSi
Source: the OMol25 dataset
Level of theory: the ωB97M-V functional and the def2-TZVPD basis

Values from the calculation:
Max |F| = 1.38 eV/Å
Net charge = +1
Expectation value of S² = 2.02
Kohn-Sham gap (alpha / beta) = 6.6587 / 6.3883 eV
2S+1 = 3

Geometry as XYZ:
```
101
C43H49ClMoN5OSi, DFT the ωB97M-V functional and the def2-TZVPD basis
Mo 0.7837 0.4114 -0.2089
C 1.0399 1.3574 3.3418
C 0.1274 2.5761 3.2170
C -0.1885 3.0538 1.8032
N -0.5904 1.9585 0.9158
C -0.8068 2.2326 -0.3351
C -0.6875 3.5831 -0.9884
C -2.1182 4.1993 -1.2533
C -3.3425 3.5138 -0.7422
C -3.6251 2.2163 -0.8940
C -2.7349 1.2158 -1.4927
C -1.4167 1.1987 -1.2531
N -0.4271 0.3662 -1.7348
C -0.6337 -0.4073 -2.9373
C 0.6522 -1.1257 -3.3553
C 1.8976 -0.3243 -3.0168
N 2.1908 -0.2669 -1.5806
C 3.3825 -0.6008 -1.0636
C 4.2916 -1.4302 -1.7411
C 5.5301 -1.9225 -1.3806
C 6.2764 -1.7129 -0.2292
C 5.9152 -0.9111 0.8331
C 4.7705 -0.1469 1.0211
C 3.6291 0.0308 0.2355
N 2.6214 0.8523 0.6329
C 2.9011 1.9033 1.6210
C 2.5267 1.5648 3.0642
H 0.6589 0.5517 2.7145
H 0.9476 0.9926 4.3669
H 0.5577 3.4203 3.7643
H -0.8171 2.3481 3.7165
H 0.6488 3.6154 1.3803
H -1.0330 3.7505 1.8345
H 0.0013 4.2454 -0.4592
H -2.1186 5.2487 -0.9626
H -4.0829 4.1454 -0.2669
H -4.5917 1.8568 -0.5646
H -3.1658 0.4582 -2.1373
H -0.9864 0.2682 -3.7251
H -1.4240 -1.1439 -2.7542
H 0.6224 -1.2821 -4.4349
H 0.7063 -2.1127 -2.8942
H 1.7559 0.7100 -3.3488
H 2.7586 -0.6967 -3.5677
H 3.9421 -1.7897 -2.6989
H 5.9779 -2.5860 -2.1118
H 7.2262 -2.2260 -0.1609
H 6.6228 -0.8647 1.6530
H 4.7517 0.3855 1.9610
H 2.3723 2.7954 1.2900
H 3.9598 2.1693 1.5609
H 2.9093 2.3706 3.7002
H 3.0621 0.6604 3.3667
C 0.9011 -3.3181 2.8257
C -0.5932 -2.9695 2.8190
C -1.4140 -4.2612 2.9397
C -0.9032 -2.0936 4.0340
Si -1.0143 -2.1457 1.1652
O 0.0907 -0.9099 0.9038
C -0.7277 -3.4105 -0.1839
C -1.6506 -4.4102 -0.5081
C -1.3485 -5.4043 -1.4255
C -0.0999 -5.4365 -2.0319
C 0.8412 -4.4719 -1.7087
C 0.5251 -3.4734 -0.7975
C -2.7187 -1.3763 1.1237
C -2.9977 -0.3474 2.0308
C -4.2536 0.2305 2.1082
C -5.2696 -0.2095 1.2712
C -5.0105 -1.2043 0.3419
C -3.7473 -1.7771 0.2707
H 1.1596 -3.8297 3.7575
H 1.5234 -2.4215 2.7574
H 1.1713 -3.9829 2.0025
H -1.2323 -4.7184 3.9162
H -1.1414 -4.9937 2.1784
H -2.4889 -4.0746 2.8653
H -0.6319 -2.6315 4.9475
H -1.9647 -1.8488 4.1066
H -0.3359 -1.1633 4.0234
H -2.6198 -4.4392 -0.0239
H -2.0854 -6.1613 -1.6593
H 0.1407 -6.2157 -2.7429
H 1.8261 -4.5019 -2.1593
H 1.2811 -2.7321 -0.5521
H -2.2181 0.0113 2.6911
H -4.4440 1.0188 2.8256
H -6.2578 0.2274 1.3398
H -5.7944 -1.5440 -0.3229
H -3.5723 -2.5429 -0.4749
Cl -3.2341 6.1188 -3.7493
C -1.7125 5.3146 -3.5679
C -0.5777 5.7744 -4.0874
C 0.6801 5.0748 -3.8306
C 0.7094 4.0419 -2.9839
N -0.4556 3.5050 -2.4325
C -1.7813 4.0555 -2.7705
H -0.5774 6.6805 -4.6765
H 1.5893 5.4230 -4.2964
H 1.6320 3.5489 -2.6941
H -2.4242 3.3193 -3.2653
```

Respective calculated total energy values: -5426.85112 -5109.41855 -3884.57430 -2834.63966 hartree.